(1)
Entry from the Open Molecules 2025 dataset: C35H37F5HgOP2Te as an isolated structure (ωB97M-V with the def2-TZVPD basis set).

As for the highest occupied orbital energy (alpha / beta): -0.2446 / -0.2484 hartree. As for the spin multiplicity: 1. The calculation puts the molecular weight at 958.81 g mol⁻¹. Its energy above the lowest of the compared OMol25 structures with the same formula, charge and spin is 145.5 kcal/mol. As for the total charge: 0. As for the gap between HOMO and LUMO (alpha / beta): 4.85 / 5.35 eV.

Last column: Mulliken charge in e.
Geometry (Å):
Hg: 0.218 0.098 -1.637  2.04
C: -2.328 1.004 -5.374  -0.56
C: -2.096 -0.348 -5.172  -0.60
C: -1.352 -1.161 -6.224  -0.87
C: -0.021 -0.539 -6.645  -1.63
C: 0.718 0.191 -5.551  0.22
C: 0.385 1.394 -5.075  0.56
C: -0.298 2.382 -5.982  -1.42
C: -1.728 1.928 -6.365  -1.05
C: 1.492 0.711 0.033  -1.74
H: -3.133 1.485 -4.802  0.49
H: -2.992 -0.907 -4.804  1.64
H: -1.984 -1.270 -7.115  0.64
H: -1.188 -2.168 -5.831  0.10
H: 0.620 -1.366 -6.981  0.53
H: -0.166 0.118 -7.512  0.35
H: 1.694 -0.276 -5.376  1.15
H: 0.657 1.793 -4.095  -0.64
H: 0.286 2.516 -6.913  0.34
H: -0.343 3.365 -5.488  0.38
H: -2.324 2.852 -6.392  0.46
H: -1.745 1.534 -7.398  0.37
H: 0.982 1.546 0.525  0.42
H: 2.537 0.998 -0.188  0.56
H: 1.479 -0.169 0.670  0.39
P: -1.530 -1.142 -3.153  0.61
P: 2.361 -0.289 -2.956  0.86
C: 0.049 -2.104 -3.561  -0.49
C: 1.398 -1.796 -3.511  -1.19
C: -2.510 -2.529 -2.397  0.48
C: -2.820 -3.624 -3.220  -0.69
C: -3.683 -4.633 -2.777  -0.71
C: -4.216 -4.599 -1.484  -0.54
C: -3.831 -3.564 -0.621  -0.66
C: -2.963 -2.563 -1.065  -0.10
C: -2.649 0.376 -2.568  1.35
C: -2.128 1.687 -2.499  -0.68
C: -2.968 2.792 -2.359  -0.88
C: -4.356 2.634 -2.458  -0.76
C: -4.878 1.345 -2.549  -0.89
C: -4.034 0.227 -2.526  -0.69
C: 3.663 -1.066 -1.979  0.79
C: 3.377 -2.240 -1.242  -0.66
C: 4.409 -2.989 -0.683  -0.74
C: 5.738 -2.558 -0.792  -0.46
C: 6.010 -1.323 -1.396  -0.62
C: 4.985 -0.574 -1.964  -0.41
C: 2.876 1.463 -3.213  0.75
C: 2.153 2.466 -2.515  -0.16
C: 2.415 3.819 -2.676  -1.06
C: 3.464 4.215 -3.519  -0.55
C: 4.225 3.248 -4.189  -0.74
C: 3.924 1.894 -4.060  -0.38
H: -0.190 -3.122 -3.935  0.48
H: 2.111 -2.550 -3.898  0.45
H: -2.417 -3.657 -4.230  0.24
H: -3.975 -5.436 -3.458  0.40
H: -4.943 -5.348 -1.161  0.36
H: -4.229 -3.535 0.395  0.48
H: -2.619 -1.800 -0.371  0.30
H: -1.043 1.874 -2.603  0.09
H: -2.533 3.782 -2.189  0.45
H: -5.005 3.518 -2.457  0.39
H: -5.958 1.213 -2.632  0.40
H: -4.477 -0.768 -2.514  0.44
H: 2.340 -2.548 -1.121  0.39
H: 4.181 -3.917 -0.157  0.40
H: 6.553 -3.177 -0.398  0.36
H: 7.033 -0.951 -1.416  0.40
H: 5.189 0.403 -2.392  0.28
H: 1.341 2.157 -1.836  0.02
H: 1.819 4.551 -2.112  0.46
H: 3.695 5.273 -3.625  0.41
H: 5.054 3.566 -4.830  0.40
H: 4.470 1.170 -4.658  0.51
F: -2.337 -1.358 2.629  -0.44
Te: -1.819 0.277 1.794  2.08
F: -2.438 1.156 3.359  -0.39
F: -1.445 2.002 1.072  -0.49
F: -3.582 0.439 1.095  -0.46
F: -0.128 0.256 2.673  -0.43
O: -1.160 -0.557 0.287  -0.89

=====

(2)
Entry from the Open Molecules 2025 dataset: C35H37F5OP2PdTe as an isolated structure (ωB97M-V with the def2-TZVPD basis set).

As for the highest occupied orbital energy (alpha / beta): -0.2789 / -0.2789 hartree. As for the spin multiplicity: 3. The calculation puts the molecular weight at 864.64 g mol⁻¹. Its energy above the lowest of the compared OMol25 structures with the same formula, charge and spin is 77.3 kcal/mol. As for the total charge: 0. As for the gap between HOMO and LUMO (alpha / beta): 6.81 / 4.28 eV.

Last column: Mulliken spin population.
Geometry (Å):
Pd: 0.997 -0.180 3.823  1.49
C: -2.469 -0.030 6.293  0.00
C: -2.314 -0.312 4.994  0.02
C: -2.660 0.493 3.794  -0.01
C: -1.545 1.456 3.206  -0.04
C: -0.507 1.996 4.150  -0.02
C: -0.857 2.454 5.381  0.12
C: -2.210 2.507 6.004  0.01
C: -2.583 1.334 6.916  0.02
C: 2.835 -0.367 4.396  0.29
H: -2.401 -0.857 7.014  0.00
H: -1.745 -1.263 4.724  0.00
H: -3.525 1.140 4.042  0.00
H: -2.890 -0.242 2.981  0.00
H: -1.058 0.953 2.356  0.06
H: -2.058 2.359 2.814  -0.01
H: 0.435 2.408 3.714  0.03
H: -0.071 2.837 6.035  0.00
H: -2.998 2.627 5.254  0.00
H: -2.169 3.388 6.675  0.00
H: -1.880 1.396 7.760  0.00
H: -3.592 1.438 7.364  0.00
H: 2.880 -1.024 5.295  -0.01
H: 3.103 0.671 4.665  0.00
H: 3.330 -0.744 3.487  0.06
P: -0.121 -1.993 -3.336  0.00
P: 1.746 0.415 -3.632  0.00
C: -0.845 -0.411 -3.887  0.00
C: 0.040 0.540 -4.292  0.00
C: -0.778 -3.234 -4.550  0.00
C: -1.939 -3.024 -5.306  0.00
C: -2.451 -4.054 -6.115  0.00
C: -1.777 -5.271 -6.232  0.00
C: -0.556 -5.440 -5.570  0.00
C: -0.047 -4.431 -4.749  0.00
C: -1.066 -2.194 -1.785  0.00
C: -0.701 -1.344 -0.721  -0.03
C: -1.409 -1.410 0.477  -0.06
C: -2.444 -2.346 0.628  0.01
C: -2.772 -3.210 -0.422  0.00
C: -2.097 -3.129 -1.640  0.00
C: 2.581 1.057 -5.162  0.00
C: 2.519 0.241 -6.311  0.00
C: 2.893 0.751 -7.555  0.00
C: 3.406 2.051 -7.656  0.00
C: 3.569 2.826 -6.502  0.00
C: 3.164 2.328 -5.255  0.00
C: 1.914 1.839 -2.480  0.00
C: 3.086 1.901 -1.695  0.00
C: 3.351 3.042 -0.941  0.00
C: 2.426 4.095 -0.912  0.00
C: 1.210 3.979 -1.595  0.00
C: 0.938 2.839 -2.363  0.00
H: -1.939 -0.302 -3.828  0.00
H: -0.158 1.306 -5.056  0.00
H: -2.456 -2.059 -5.261  0.00
H: -3.383 -3.893 -6.657  0.00
H: -2.189 -6.072 -6.857  0.00
H: -0.005 -6.367 -5.700  0.00
H: 0.911 -4.562 -4.243  0.00
H: 0.122 -0.633 -0.841  0.00
H: -1.138 -0.760 1.309  0.06
H: -2.973 -2.424 1.579  0.00
H: -3.539 -3.971 -0.294  0.00
H: -2.365 -3.783 -2.473  0.00
H: 2.133 -0.781 -6.221  0.00
H: 2.779 0.133 -8.448  0.00
H: 3.672 2.461 -8.630  0.00
H: 4.001 3.822 -6.559  0.00
H: 3.269 2.943 -4.359  0.00
H: 3.790 1.061 -1.696  0.00
H: 4.287 3.127 -0.385  0.00
H: 2.659 5.013 -0.366  0.00
H: 0.473 4.781 -1.543  0.00
H: -0.021 2.739 -2.876  0.00
F: 1.187 1.369 8.539  0.01
Te: 0.622 -0.335 7.850  0.01
F: -1.083 0.087 8.714  0.01
F: 0.869 -1.065 9.601  0.00
F: 2.407 -0.948 7.600  0.00
F: -0.193 -2.025 7.390  0.00
O: 0.371 0.289 6.129  -0.02

=====

(3)
Entry from the Open Molecules 2025 dataset: C35H37FNO3SeW as an isolated structure (ωB97M-V with the def2-TZVPD basis set).

As for the highest occupied orbital energy (alpha / beta): -0.3688 / -0.3930 hartree. As for the spin multiplicity: 3. The calculation puts the molecular weight at 801.48 g mol⁻¹. Its energy above the lowest of the compared OMol25 structures with the same formula, charge and spin is 18.1 kcal/mol. As for the total charge: +1. As for the gap between HOMO and LUMO (alpha / beta): 5.85 / 5.89 eV.

Last column: Mulliken spin population.
Geometry (Å):
W: 1.821 11.042 14.802  0.63
C: 2.775 13.878 13.881  0.06
C: 3.636 14.528 14.786  0.10
C: 4.506 13.741 15.523  0.03
C: 4.577 12.348 15.376  0.15
C: 3.897 11.682 14.313  0.00
C: 2.986 12.511 13.520  0.06
H: 1.997 14.441 13.384  0.00
H: 3.712 15.600 14.780  0.00
H: 5.279 14.173 16.173  0.00
H: 5.223 11.759 16.020  0.01
H: 4.495 10.952 13.762  0.03
H: 2.824 12.180 12.506  0.00
C: -4.227 15.751 17.245  0.00
C: -3.311 15.050 18.282  0.00
C: -2.930 15.893 19.511  0.00
C: -2.044 17.118 19.164  0.00
C: -0.819 16.584 18.470  0.00
C: 0.397 17.316 18.599  0.00
C: 1.536 16.732 18.102  0.00
F: 2.697 17.506 18.286  0.00
C: 1.560 15.524 17.451  0.00
C: 0.346 14.828 17.189  0.00
C: 0.352 13.530 16.600  0.01
O: 1.472 12.939 16.507  0.01
C: -0.994 13.010 16.318  -0.01
C: -2.121 13.599 16.804  0.01
N: -2.073 14.676 17.621  0.00
C: -0.863 15.378 17.772  0.00
C: -1.119 11.967 15.218  0.00
O: -2.181 11.414 15.009  0.01
O: 0.027 11.916 14.554  0.07
H: -5.115 16.166 17.738  0.00
H: -4.603 15.020 16.478  0.00
H: -3.685 16.539 16.726  0.00
H: -3.751 14.093 18.603  0.00
H: -2.363 15.256 20.232  0.00
H: -3.818 16.238 20.076  0.00
H: -1.675 17.540 20.093  0.00
H: -2.491 17.970 18.579  0.00
H: 0.432 18.215 19.140  0.00
H: 2.515 15.121 17.124  0.00
H: -3.092 13.216 16.533  0.00
C: 1.771 3.799 17.637  0.00
C: 1.950 5.257 17.374  0.01
C: 3.168 5.821 17.013  0.00
C: 3.309 7.203 16.838  -0.01
C: 4.615 7.835 16.455  -0.01
C: 2.179 8.028 17.022  0.07
Se: 2.328 9.914 17.109  0.15
C: 0.933 7.493 17.330  -0.02
C: -0.274 8.340 17.521  0.00
C: 0.830 6.101 17.478  -0.01
H: 2.533 3.205 17.071  0.00
H: 0.781 3.427 17.330  0.00
H: 1.848 3.505 18.697  0.00
H: 4.069 5.220 16.897  0.00
H: 5.298 7.058 16.054  0.00
H: 5.161 8.312 17.281  0.00
H: 4.456 8.561 15.674  0.01
H: -0.472 8.971 16.625  0.00
H: -0.232 8.964 18.424  0.00
H: -1.153 7.670 17.557  0.00
H: -0.113 5.669 17.860  0.00
C: -0.995 9.661 12.350  0.01
C: 0.447 9.113 12.138  0.11
C: 0.515 7.573 12.229  0.02
C: 0.890 9.540 10.750  0.00
C: 1.293 9.705 13.205  0.06
C: 2.311 9.470 14.000  0.44
H: -1.693 9.274 11.569  0.00
H: -0.981 10.774 12.347  0.00
H: -1.438 9.434 13.337  0.00
H: -0.096 7.140 11.426  0.00
H: 0.088 7.168 13.183  0.00
H: 1.562 7.276 12.139  0.00
H: 0.294 8.917 10.056  0.00
H: 1.937 9.347 10.550  0.00
H: 0.678 10.595 10.552  0.00